*w*
Below is 2 unconnected molecules or ions with the total composition C2H3NO2, with properties calculated with the ωB97M-V functional and the def2-TZVPD basis.

## Properties
- Gap between HOMO and LUMO: 10.93 eV
- LUMO: 0.371 eV
- Total charge: 0

Each atom is followed by the atoms it is bonded to, with distances in Å.
Atoms and positions in Å:
1 N 1.528 1.303 0.064  C2 1.197, H4 0.998
2 C 1.666 0.114 0.054  N1 1.197, O3 1.155
3 O 2.045 -0.967 0.201  C2 1.155
4 H 0.804 1.874 -0.319  N1 0.998
5 C -1.509 -0.580 0.008  O6 1.196, H7 1.100, H8 1.103
6 O -0.572 -0.195 -0.628  C5 1.196
7 H -1.488 -1.505 0.604  C5 1.100
8 H -2.473 -0.044 0.018  C5 1.103

*x*
Below is a single C2H3NO2 molecule, with properties calculated with the ωB97M-V functional and the def2-TZVPD basis.

## Properties
- Gap between HOMO and LUMO: 11.60 eV
- LUMO: 0.884 eV
- Total charge: 0

Each atom is followed by the atoms it is bonded to, with distances in Å.
Atoms and positions in Å:
1 O 2.247 -0.426 -0.237  C2 1.179
2 C 1.251 0.160 -0.002  O1 1.179, N3 1.431, H6 1.107
3 N 0.038 -0.470 0.423  C2 1.431, C4 1.446, H7 1.011
4 C -1.209 0.167 0.062  N3 1.446, O5 1.208, H8 1.061
5 O -2.192 -0.440 -0.290  C4 1.208
6 H 1.117 1.227 -0.264  C2 1.107
7 H -0.028 -1.441 0.145  N3 1.011
8 H -1.225 1.223 0.164  C4 1.061

*y*
Below is a single C2H3NO2 molecule, with properties calculated with the ωB97M-V functional and the def2-TZVPD basis.

## Properties
- Gap between HOMO and LUMO (alpha / beta): 8.63 / 8.63 eV
- LUMO (alpha / beta): -0.921 / -0.921 eV
- Total charge: 0

Each atom is followed by the atoms it is bonded to, with distances in Å.
Atoms and positions in Å:
1 C -0.034 0.627 0.584  N2 1.297, H6 1.172, H7 1.144
2 N -0.667 -0.095 -0.287  C1 1.297, O3 1.221, C4 1.481
3 O -1.713 0.163 -0.862  N2 1.221
4 C -0.126 -1.466 -0.436  N2 1.481, O5 1.297, H8 1.028
5 O 1.116 -1.747 -0.186  C4 1.297
6 H -0.595 1.652 0.669  C1 1.172
7 H 1.028 0.319 0.877  C1 1.144
8 H -0.950 -2.073 -0.530  C4 1.028

Tell me which of them is the least stable. Sure, it is *y*.

*w*
Below is a gas-phase ion, C3H5N4 (charge +1), with properties calculated with the ωB97M-V functional and the def2-TZVPD basis.

## Properties
- Gap between HOMO and LUMO: 9.25 eV
- LUMO: -5.773 eV
- Total charge: +1

Each atom is followed by the atoms it is bonded to, with distances in Å.
Atoms and positions in Å:
1 C 1.240 0.089 -0.373  N2 1.370, H8 1.121, H9 1.142, H10 1.136
2 N 0.507 -0.251 0.733  C1 1.370, N3 1.277, H11 1.026
3 N -0.741 -0.029 0.891  N2 1.277, N4 1.301
4 N -1.332 0.908 0.210  N3 1.301, C5 1.260
5 C -2.550 0.645 0.019  N4 1.260, C6 1.390, N7 1.468
6 C -3.613 -0.116 -0.450  C5 1.390, N7 1.255, H12 1.077
7 N -2.800 -0.785 0.233  C5 1.468, C6 1.255
8 H 2.323 0.137 -0.087  C1 1.121
9 H 1.186 -0.833 -1.046  C1 1.142
10 H 0.759 0.921 -0.979  C1 1.136
11 H 0.824 -0.913 1.449  N2 1.026
12 H -4.568 0.030 -0.926  C6 1.077

*x*
Below is a gas-phase ion, C3H5N4 (charge +1), with properties calculated with the ωB97M-V functional and the def2-TZVPD basis.

## Properties
- Gap between HOMO and LUMO: 7.79 eV
- LUMO: -5.687 eV
- Total charge: +1

Each atom is followed by the atoms it is bonded to, with distances in Å.
Atoms and positions in Å:
1 C 1.915 2.146 -0.804  C2 1.322
2 C 1.392 1.171 -0.081  C1 1.322, N4 1.379, N5 1.408
3 C -1.503 -0.691 -0.719  N7 1.423, H8 1.089, H9 1.096, H10 1.094
4 N 0.275 0.846 -0.820  C2 1.379, N7 1.246
5 N 1.465 0.290 1.015  C2 1.408, N6 1.407, H11 1.015
6 N 0.258 -0.428 0.935  N5 1.407, N7 1.345, H12 1.013
7 N -0.311 -0.083 -0.233  C3 1.423, N4 1.246, N6 1.345
8 H -2.040 -1.180 0.093  C3 1.089
9 H -1.256 -1.430 -1.491  C3 1.096
10 H -2.128 0.082 -1.174  C3 1.094
11 H 1.731 0.631 1.933  N5 1.015
12 H 0.202 -1.353 1.346  N6 1.013

*y*
Below is a gas-phase ion, C3H5N4 (charge +1), with properties calculated with the ωB97M-V functional and the def2-TZVPD basis.

## Properties
- Gap between HOMO and LUMO: 9.40 eV
- LUMO: -6.950 eV
- Total charge: +1

Each atom is followed by the atoms it is bonded to, with distances in Å.
Atoms and positions in Å:
1 H -1.208 -2.280 -2.400  N2 1.059
2 N -2.039 -1.875 -1.884  H1 1.059, C3 1.211
3 C -1.965 -1.001 -1.050  N2 1.211, C4 1.391, N6 1.504
4 C -3.042 -0.439 -0.373  C3 1.391, N5 1.144
5 N -3.852 0.153 0.178  C4 1.144
6 N -0.681 -0.331 -0.641  C3 1.504, N7 1.235, H9 1.063
7 N -0.679 0.307 0.417  N6 1.235, C8 1.343
8 C 0.397 0.874 0.987  N7 1.343, H10 1.186, H11 1.099, H12 1.010
9 H 0.167 -0.663 -1.190  N6 1.063
10 H 1.524 0.514 0.914  C8 1.186
11 H 0.039 1.187 1.979  C8 1.099
12 H 0.586 1.694 0.428  C8 1.010

Tell me which of them is the least stable. Sure, it is *x*.

*w*
Below is a gas-phase ion, C3H8NOS2 (charge +1), with properties calculated with the ωB97M-V functional and the def2-TZVPD basis.

## Properties
- Gap between HOMO and LUMO: 9.51 eV
- LUMO: -3.779 eV
- Total charge: +1

Each atom is followed by the atoms it is bonded to, with distances in Å.
Atoms and positions in Å:
1 N 0.612 0.324 -2.702  C2 1.510, H8 1.024, H9 1.022, H10 1.032
2 C 0.514 -0.366 -1.363  N1 1.510, C3 1.524, C5 1.532, H11 1.088
3 C -0.970 -0.651 -1.160  C2 1.524, O4 1.198, H12 1.099
4 O -1.778 -0.154 -1.893  C3 1.198
5 C 1.132 0.493 -0.255  C2 1.532, S6 1.832, H13 1.088, H14 1.094
6 S 1.060 -0.429 1.326  C5 1.832, S7 2.051
7 S -0.609 0.286 2.280  S6 2.051, H15 1.328
8 H 0.004 1.147 -2.731  N1 1.024
9 H 1.572 0.625 -2.885  N1 1.022
10 H 0.300 -0.256 -3.496  N1 1.032
11 H 1.058 -1.304 -1.453  C2 1.088
12 H -1.220 -1.326 -0.330  C3 1.099
13 H 2.202 0.592 -0.425  C5 1.088
14 H 0.613 1.452 -0.161  C5 1.094
15 H 0.018 1.258 2.933  S7 1.328

*x*
Below is a gas-phase ion, C3H8NOS2 (charge +1), with properties calculated with the ωB97M-V functional and the def2-TZVPD basis.

## Properties
- Gap between HOMO and LUMO: 10.05 eV
- LUMO: -3.764 eV
- Total charge: +1

Each atom is followed by the atoms it is bonded to, with distances in Å.
Atoms and positions in Å:
1 O 0.741 -0.267 2.234  C2 1.344, H8 0.954
2 C 0.340 0.180 1.031  O1 1.344, S3 1.978, N4 1.522, S7 1.866
3 S 1.800 1.380 0.447  C2 1.978, H9 1.383
4 N 0.540 -0.896 -0.027  C2 1.522, C5 1.468, H10 1.019, H11 1.020
5 C -0.649 -0.957 -0.886  N4 1.468, C6 1.552, H12 1.054, H13 1.250
6 C -1.009 0.546 -1.029  C5 1.552, S7 1.889, H14 1.064, H15 1.078
7 S -1.365 0.898 0.792  C2 1.866, C6 1.889
8 H 0.670 0.370 2.940  O1 0.954
9 H 0.748 2.227 0.151  S3 1.383
10 H 0.806 -1.752 0.458  N4 1.019
11 H 1.293 -0.601 -0.650  N4 1.020
12 H -1.380 -1.603 -0.487  C5 1.054
13 H -0.309 -1.415 -1.998  C5 1.250
14 H -0.284 1.220 -1.420  C6 1.064
15 H -1.941 0.668 -1.557  C6 1.078

Tell me which of them is the least stable. Sure, it is *x*.